(1)
This record from the Open Molecules 2025 dataset describes C28H35ClN3O3PRh as an isolated structure in a non-equilibrium geometry. The level of theory is ωB97M-V/def2-TZVPD.

Geometry as XYZ:
```
72
C28H35ClN3O3PRh (ωB97M-V/def2-TZVPD)
Rh -0.193 0.070 -1.027
O -1.659 2.702 -1.193
C -1.640 1.594 -0.697
C -2.696 1.327 0.301
C -3.637 2.360 0.664
C -4.746 2.029 1.347
C -4.943 0.730 1.807
C -3.973 -0.215 1.619
C -2.828 0.006 0.880
P -1.591 -1.185 0.438
C -2.399 -2.671 -0.203
C -3.712 -2.620 -0.703
C -4.332 -3.869 -0.954
C -3.649 -5.042 -0.728
C -2.396 -5.068 -0.220
C -1.715 -3.881 -0.009
C -0.855 -1.422 2.071
C 0.123 -0.659 2.610
C 0.460 -0.673 3.945
C -0.232 -1.403 4.817
C -1.197 -2.276 4.309
C -1.591 -2.187 2.981
H -3.342 3.301 0.225
H -5.553 2.752 1.398
H -5.912 0.488 2.233
H -4.063 -1.276 1.910
H -4.147 -1.650 -0.842
H -5.290 -3.878 -1.532
H -4.148 -5.993 -1.003
H -1.951 -6.058 -0.152
H -0.654 -3.924 0.363
H 0.676 -0.040 1.902
H 1.258 -0.080 4.337
H 0.063 -1.491 5.879
H -1.734 -2.975 4.931
H -2.483 -2.737 2.721
C 6.015 2.285 0.644
C 4.516 2.475 0.655
N 3.676 1.247 0.399
C 4.289 -0.053 0.468
C 4.804 -0.693 -0.812
C 2.383 1.260 -0.012
C 1.657 2.558 0.046
N 1.758 0.149 -0.326
H 6.499 3.180 1.099
H 6.512 2.035 -0.304
H 6.289 1.509 1.380
H 4.304 3.217 -0.135
H 4.160 2.878 1.638
H 3.529 -0.721 1.014
H 5.222 -0.066 1.060
H 4.015 -0.930 -1.561
H 5.310 -1.654 -0.565
H 5.499 -0.077 -1.408
H 2.431 3.241 0.384
H 0.726 2.419 0.554
H 1.428 2.859 -0.997
H 2.186 -0.767 -0.370
N -0.265 3.842 -3.327
C -0.203 2.697 -4.351
C -0.116 1.320 -3.785
O -0.326 0.369 -4.544
O 0.373 1.294 -2.566
H 0.607 4.360 -3.270
H -0.539 3.379 -2.394
H -0.942 4.520 -3.641
H 0.688 2.892 -4.955
H -1.045 2.769 -5.109
Cl 1.591 -2.619 -1.851
C 0.118 -1.629 -2.179
H -0.668 -2.390 -2.069
H 0.205 -1.240 -3.230
```

Output
**2S+1**: 5
**Energy**: -2389.636661 Eh
**Gap between HOMO and LUMO (alpha / beta)**: 5.22 / 6.59 eV
**Charge**: +1
**E_LUMO (alpha / beta)**: -2.54 / -4.54 eV
**ΔE to the lowest compared entry with this formula, charge and spin**: 161.0 kJ/mol

Atomic partial charges in e from the Mulliken method, atoms 1 to 8:
1 Rh -0.80
2 O -0.88
3 C 0.55
4 C 0.49
5 C -1.09
6 C -0.44
7 C -0.93
8 C 0.01

=====

(2)
This record from the Open Molecules 2025 dataset describes a 7-piece molecular cluster, C28H35F21O14 overall in a non-equilibrium geometry. The level of theory is ωB97M-V/def2-TZVPD.

Geometry as XYZ:
```
98
C28H35F21O14 (ωB97M-V/def2-TZVPD)
C -1.679 -6.954 5.191
C -2.211 -5.489 4.809
O -1.273 -4.738 4.056
C -1.500 -3.330 3.997
O -2.460 -2.762 4.435
C -0.181 -2.607 3.458
F -0.292 -2.524 2.107
F -0.149 -1.424 4.025
F 1.073 -3.210 3.722
H -1.389 -7.522 4.210
H -2.570 -7.546 5.609
H -1.028 -6.777 5.900
H -2.580 -4.994 5.657
H -3.175 -5.520 4.401
C 1.249 0.332 -5.799
C 0.227 -0.753 -6.335
O 0.823 -1.252 -7.438
C 0.274 -2.229 -8.128
O -0.711 -2.884 -7.716
C 0.994 -2.506 -9.532
F 0.557 -3.583 -10.040
F 0.775 -1.450 -10.352
F 2.233 -2.558 -9.319
H 1.276 1.391 -6.370
H 2.297 0.166 -5.856
H 1.285 0.439 -4.728
H -0.861 -0.570 -6.361
H 0.108 -1.577 -5.580
C -0.605 0.971 1.170
C -0.514 1.308 -0.331
O 0.843 1.473 -0.771
C 1.080 2.058 -2.023
O 0.198 2.318 -2.851
C 2.525 2.406 -2.281
F 3.181 2.407 -1.081
F 3.165 1.536 -3.018
F 2.626 3.606 -2.951
H -1.519 1.225 1.631
H 0.251 1.498 1.599
H -0.480 -0.048 1.164
H -1.061 2.190 -0.162
H -1.083 0.670 -1.078
C -5.581 -0.212 4.128
C -4.837 0.284 2.839
O -5.065 1.641 2.667
C -4.378 2.368 1.678
O -3.673 2.015 0.761
C -4.966 3.866 1.472
F -6.218 3.942 1.167
F -4.793 4.561 2.627
F -4.288 4.549 0.587
H -6.506 0.240 4.302
H -5.096 0.254 4.959
H -5.705 -1.313 4.112
H -5.041 -0.436 2.042
H -3.793 0.008 3.225
C 1.587 -2.361 -0.899
C 0.443 -3.169 -1.794
O -0.737 -2.365 -1.538
C -1.985 -2.993 -1.779
O -2.271 -4.108 -2.091
C -3.066 -2.023 -1.571
F -3.036 -0.971 -2.584
F -4.353 -2.497 -1.616
F -2.895 -1.322 -0.389
H 1.369 -2.789 0.159
H 1.561 -1.189 -0.832
H 2.510 -2.667 -1.068
H 0.280 -4.243 -1.319
H 0.645 -2.962 -2.833
C 2.677 -0.323 3.245
C 3.711 0.758 3.176
O 5.003 0.284 2.968
C 5.667 -0.023 4.108
O 5.224 0.096 5.267
C 6.944 -0.812 3.783
F 6.760 -2.053 4.092
F 7.231 -0.697 2.504
F 8.013 -0.335 4.448
H 3.276 -1.339 3.790
H 2.326 -0.818 2.296
H 1.793 0.162 3.690
H 3.671 1.360 4.047
H 3.464 1.253 2.234
C 3.087 5.236 0.215
C 1.586 5.023 0.105
O 1.202 5.381 -1.211
C -0.270 5.252 -1.465
O -1.070 4.905 -0.632
C -0.615 5.792 -2.788
F -1.619 5.078 -3.280
F -0.889 7.182 -2.763
F 0.496 5.627 -3.611
H 3.537 4.883 1.274
H 3.212 6.211 0.445
H 3.614 4.977 -0.549
H 0.767 5.648 0.719
H 1.391 3.969 0.459
```

Output
**Energy**: -4238.223385 Eh
**Gap between HOMO and LUMO**: 11.09 eV
**SMILES**: CCOC(=O)C(F)(F)F.CCOC(=O)C(F)(F)F.CCOC(=O)C(F)(F)F.CCOC(=O)C(F)(F)F.CCOC(=O)C(F)(F)F.CCOC(=O)C(F)(F)F.CCOC(=O)C(F)(F)F
**E_LUMO**: 0.12 eV
**ΔE to the lowest compared entry with this formula, charge and spin**: 1047.2 kJ/mol

Atomic partial charges in e from the Mulliken method, atoms 1 to 8:
1 C -1.11
2 C -0.52
3 O -0.22
4 C 0.09
5 O -0.51
6 C 1.15
7 F -0.29
8 F -0.23

=====

(3)
This record from the Open Molecules 2025 dataset describes a 7-piece molecular cluster, C28H35F21O14 overall in a non-equilibrium geometry. The level of theory is ωB97M-V/def2-TZVPD.

Geometry as XYZ:
```
98
C28H35F21O14 (ωB97M-V/def2-TZVPD)
C -3.422 -4.597 1.226
C -3.058 -5.106 2.644
O -2.203 -6.182 2.517
C -1.569 -6.756 3.546
O -1.664 -6.481 4.740
C -0.897 -8.126 3.038
F -0.934 -8.220 1.739
F 0.369 -8.164 3.377
F -1.609 -9.203 3.437
H -3.801 -5.369 0.557
H -2.591 -4.117 0.709
H -4.168 -3.806 1.305
H -3.963 -5.559 3.048
H -2.514 -4.401 3.272
C 2.833 -2.657 1.481
C 4.177 -1.926 1.493
O 4.459 -1.533 2.830
C 5.006 -0.249 3.107
O 5.349 0.623 2.246
C 5.176 0.156 4.621
F 6.427 0.473 4.815
F 4.399 1.207 4.883
F 4.732 -0.832 5.472
H 2.506 -2.859 0.461
H 2.046 -2.086 1.975
H 2.894 -3.603 2.018
H 4.094 -1.085 0.805
H 5.016 -2.592 1.291
C 0.787 4.607 -4.032
C 1.877 5.170 -3.058
O 2.260 4.118 -2.135
C 2.264 4.352 -0.870
O 1.652 5.181 -0.234
C 2.998 3.284 -0.053
F 2.551 3.204 1.191
F 2.889 2.055 -0.537
F 4.280 3.676 0.042
H 0.481 5.284 -4.829
H -0.044 4.293 -3.400
H 1.261 3.732 -4.476
H 1.627 6.141 -2.631
H 2.809 5.282 -3.612
C 0.691 -3.280 -7.779
C 1.477 -2.846 -6.527
O 0.701 -3.126 -5.367
C 1.083 -2.751 -4.184
O 2.279 -2.388 -3.917
C -0.058 -2.844 -3.085
F -0.078 -1.842 -2.189
F -1.194 -3.011 -3.726
F 0.120 -3.990 -2.392
H 0.308 -4.275 -7.556
H 1.295 -3.343 -8.684
H 0.033 -2.459 -8.065
H 1.847 -1.827 -6.638
H 2.313 -3.546 -6.514
C -0.034 1.107 -3.251
C -0.292 1.778 -1.883
O -0.235 0.806 -0.862
C -1.353 0.261 -0.179
O -2.527 0.397 -0.565
C -1.045 -0.422 1.103
F -1.689 0.112 2.135
F -1.366 -1.755 0.915
F 0.209 -0.486 1.412
H 0.821 0.438 -3.346
H -0.079 1.922 -3.973
H -0.909 0.518 -3.528
H -1.195 2.388 -1.860
H 0.462 2.517 -1.611
C -0.062 0.411 5.174
C 1.235 -0.168 4.678
O 1.711 -1.135 5.637
C 1.599 -2.509 5.303
O 1.039 -2.893 4.315
C 2.225 -3.385 6.376
F 2.285 -4.628 5.948
F 3.444 -2.956 6.713
F 1.450 -3.495 7.435
H -0.801 -0.389 5.117
H -0.321 1.314 4.621
H 0.176 0.765 6.177
H 2.009 0.545 4.395
H 1.122 -0.733 3.753
C -6.588 8.280 -2.707
C -6.378 6.818 -2.887
O -5.676 6.064 -1.824
C -4.352 6.239 -1.545
O -3.647 7.067 -2.113
C -3.666 5.302 -0.497
F -4.453 4.220 -0.160
F -2.551 4.791 -1.022
F -3.231 6.109 0.478
H -7.528 8.540 -2.219
H -6.483 8.697 -3.709
H -5.695 8.796 -2.354
H -5.907 6.619 -3.850
H -7.323 6.336 -3.136
```

Output
**Energy**: -4238.432221 Eh
**Gap between HOMO and LUMO**: 11.24 eV
**SMILES**: CCOC(=O)C(F)(F)F.CCOC(=O)C(F)(F)F.CCOC(=O)C(F)(F)F.CCOC(=O)C(F)(F)F.CCOC(=O)C(F)(F)F.CCOC(=O)C(F)(F)F.CCOC(=O)C(F)(F)F
**E_LUMO**: 0.31 eV
**ΔE to the lowest compared entry with this formula, charge and spin**: 498.9 kJ/mol

Atomic partial charges in e from the Mulliken method, atoms 1 to 8:
1 C -1.03
2 C -0.17
3 O -0.21
4 C 0.42
5 O -0.54
6 C 0.81
7 F -0.25
8 F -0.23

=====

(4)
This record from the Open Molecules 2025 dataset describes a 7-piece molecular cluster, C28H35F21O14 overall in a non-equilibrium geometry. The level of theory is ωB97M-V/def2-TZVPD.

Geometry as XYZ:
```
98
C28H35F21O14 (ωB97M-V/def2-TZVPD)
C 18.417 -22.813 -20.988
C 17.844 -24.170 -20.806
O 18.871 -25.235 -20.834
C 19.136 -26.012 -19.761
O 18.645 -25.858 -18.683
C 20.263 -26.959 -20.082
F 21.439 -26.432 -19.732
F 20.157 -28.071 -19.416
F 20.325 -27.296 -21.326
H 17.650 -22.041 -20.934
H 19.005 -22.785 -21.906
H 19.178 -22.717 -20.214
H 17.314 -24.561 -21.675
H 17.071 -24.269 -20.044
C 15.613 -19.147 -22.860
C 16.114 -18.503 -21.512
O 15.176 -18.657 -20.394
C 14.797 -19.901 -19.885
O 15.212 -20.974 -20.083
C 13.681 -19.675 -18.795
F 14.146 -19.898 -17.571
F 13.255 -18.395 -18.767
F 12.607 -20.362 -19.104
H 14.643 -18.682 -23.036
H 15.415 -20.219 -22.841
H 16.395 -18.883 -23.572
H 16.201 -17.419 -21.585
H 17.088 -18.921 -21.260
C 15.308 -24.319 -16.548
C 16.185 -23.462 -17.454
O 16.862 -22.607 -16.569
C 17.659 -21.677 -17.105
O 17.724 -21.255 -18.263
C 18.331 -20.776 -16.034
F 17.799 -19.546 -16.113
F 18.206 -21.275 -14.776
F 19.555 -20.501 -16.244
H 14.564 -23.673 -16.083
H 15.828 -24.775 -15.706
H 14.793 -25.095 -17.113
H 15.608 -22.949 -18.223
H 16.883 -24.172 -17.896
C 6.625 -24.268 -21.815
C 6.919 -24.278 -20.294
O 8.078 -23.511 -20.031
C 7.997 -22.210 -19.700
O 6.886 -21.632 -19.756
C 9.279 -21.409 -19.405
F 9.498 -20.498 -20.324
F 9.188 -20.768 -18.238
F 10.459 -22.119 -19.405
H 7.466 -24.450 -22.484
H 6.488 -23.204 -22.007
H 5.713 -24.808 -22.067
H 7.003 -25.339 -20.060
H 6.018 -23.989 -19.752
C 10.574 -16.819 -20.548
C 9.080 -16.730 -20.177
O 8.592 -15.332 -20.313
C 8.402 -14.861 -21.537
O 8.547 -15.570 -22.598
C 7.802 -13.424 -21.687
F 8.597 -12.756 -22.574
F 6.576 -13.561 -22.053
F 7.768 -12.747 -20.495
H 10.892 -16.604 -21.568
H 11.087 -17.777 -20.470
H 11.209 -16.159 -19.957
H 9.065 -17.011 -19.123
H 8.385 -17.332 -20.763
C 11.842 -17.624 -15.460
C 11.541 -16.578 -16.526
O 12.818 -16.211 -17.169
C 13.366 -14.929 -16.980
O 12.651 -13.975 -16.448
C 14.929 -14.730 -17.224
F 15.198 -13.395 -17.252
F 15.641 -15.334 -16.232
F 15.274 -15.132 -18.490
H 10.994 -17.561 -14.777
H 12.716 -17.372 -14.860
H 11.801 -18.558 -16.020
H 11.212 -15.657 -16.044
H 10.786 -16.911 -17.238
C 11.626 -19.039 -23.575
C 11.979 -17.705 -24.203
O 12.694 -16.891 -23.291
C 13.124 -15.670 -23.672
O 13.235 -15.298 -24.866
C 13.655 -14.781 -22.530
F 12.646 -14.266 -21.892
F 14.431 -15.463 -21.702
F 14.357 -13.774 -23.112
H 11.114 -19.690 -24.284
H 10.868 -18.849 -22.815
H 12.452 -19.516 -23.048
H 11.121 -17.099 -24.496
H 12.672 -17.945 -25.009
```

Output
**2S+1**: 2
**Energy**: -4238.037491 Eh
**Gap between HOMO and LUMO (alpha / beta)**: 6.12 / 2.29 eV
**Charge**: +1
**E_LUMO (alpha / beta)**: -6.54 / -10.37 eV
**ΔE to the lowest compared entry with this formula, charge and spin**: 154.6 kJ/mol

Atomic partial charges in e from the Mulliken method, atoms 1 to 8:
1 C -0.75
2 C -0.11
3 O -0.29
4 C 0.39
5 O -0.55
6 C 0.88
7 F -0.26
8 F -0.25

=====

(5)
This record from the Open Molecules 2025 dataset describes C28H35MnN5P2S as an isolated structure in a non-equilibrium geometry. The level of theory is ωB97M-V/def2-TZVPD.

Geometry as XYZ:
```
72
C28H35MnN5P2S (ωB97M-V/def2-TZVPD)
Mn 0.017 -0.776 4.635
C -1.213 1.616 4.881
C -1.470 0.647 3.913
C -1.018 0.774 2.460
C 0.323 0.145 2.015
C 1.357 -0.010 3.111
C 1.599 0.966 4.090
C 1.092 2.364 3.997
C -0.225 2.699 4.766
C 1.481 -1.673 5.546
H -1.882 1.706 5.740
H -2.320 -0.045 4.071
H -1.030 1.833 2.154
H -1.809 0.268 1.882
H 0.129 -0.854 1.587
H 0.709 0.731 1.158
H 2.052 -0.849 2.979
H 2.418 0.798 4.798
H 0.978 2.687 2.945
H 1.862 3.033 4.428
H 0.052 3.007 5.791
H -0.658 3.602 4.290
H 1.606 -1.406 6.606
H 2.420 -1.611 4.988
H 1.033 -2.677 5.470
P 1.403 -1.008 -2.014
P -1.917 -0.692 -1.755
N 2.830 -0.007 -2.201
N 2.065 -2.316 -3.104
N -2.093 1.076 -1.731
N -3.560 -0.995 -2.332
C 0.399 -0.173 -3.336
C -1.048 -0.727 -3.398
C 3.531 0.474 -1.085
C 4.574 1.272 -1.533
C 4.534 1.280 -2.967
C 3.453 0.495 -3.348
C 2.220 -3.634 -2.660
C 2.709 -4.412 -3.706
C 2.860 -3.554 -4.840
C 2.444 -2.286 -4.448
C -1.815 1.767 -0.553
C -1.907 3.133 -0.778
C -2.221 3.303 -2.168
C -2.303 2.029 -2.726
C -4.385 -0.294 -3.218
C -5.472 -1.091 -3.562
C -5.322 -2.333 -2.847
C -4.154 -2.251 -2.108
H 0.873 -0.322 -4.321
H 0.407 0.910 -3.102
H -1.623 -0.155 -4.144
H -1.047 -1.792 -3.701
H 3.208 0.198 -0.095
H 5.284 1.804 -0.915
H 5.210 1.784 -3.637
H 3.079 0.273 -4.337
H 1.962 -3.894 -1.644
H 2.932 -5.471 -3.673
H 3.224 -3.817 -5.827
H 2.378 -1.383 -5.037
H -1.556 1.214 0.326
H -1.763 3.904 -0.039
H -2.368 4.235 -2.687
H -2.490 1.739 -3.750
H -4.153 0.709 -3.541
H -6.272 -0.818 -4.227
H -6.001 -3.173 -2.889
H -3.675 -2.958 -1.448
S -1.063 -0.807 6.695
C -0.579 0.439 7.699
N -0.296 1.349 8.409
```

Output
**2S+1**: 6
**Energy**: -3593.433580 Eh
**Gap between HOMO and LUMO (alpha / beta)**: 5.71 / 7.39 eV
**E_LUMO (alpha / beta)**: -0.69 / -0.74 eV
**ΔE to the lowest compared entry with this formula, charge and spin**: 0.0 kJ/mol

Atomic partial charges in e from the Mulliken method, atoms 1 to 8:
1 Mn 0.13
2 C -0.34
3 C -0.71
4 C -0.65
5 C 0.17
6 C -0.97
7 C -0.09
8 C -0.87